w:
C17H32IInN3O4Se | ωB97M-V with the def2-TZVPD basis set

```
! RIJCOSX wB97M-V def2-TZVPD def2/J DEFGRID3
* xyz 1 1
In 0.265 -0.280 -0.094
C -1.348 1.431 2.875
C -2.600 0.965 2.159
O -2.300 -0.224 1.462
C -3.353 -0.739 0.670
C -3.853 0.216 -0.404
O -2.752 0.749 -1.119
C -2.927 2.087 -1.547
C -1.558 2.696 -1.787
O -0.691 2.540 -0.681
C -0.968 3.413 0.397
C -0.091 3.026 1.568
O -0.251 1.688 2.013
H -1.583 2.324 3.466
H -1.018 0.648 3.561
H -3.390 0.791 2.902
H -2.955 1.737 1.471
H -2.952 -1.646 0.216
H -4.206 -1.024 1.299
H -4.530 -0.326 -1.074
H -4.432 1.031 0.043
H -3.519 2.140 -2.469
H -3.472 2.649 -0.780
H -1.064 2.207 -2.626
H -1.672 3.756 -2.046
H -0.735 4.449 0.114
H -2.027 3.379 0.669
H 0.950 3.108 1.256
H -0.267 3.725 2.394
N -0.167 -0.407 -2.763
C -0.416 -1.784 -3.224
C 0.769 -2.385 -3.971
C 1.929 -2.895 -3.119
C 2.801 -1.831 -2.441
N 2.572 -1.806 -0.993
H -1.056 0.023 -2.520
H 0.226 0.138 -3.524
H -1.295 -1.822 -3.877
H -0.648 -2.398 -2.347
H 1.137 -1.659 -4.705
H 0.388 -3.224 -4.557
H 2.556 -3.524 -3.754
H 1.528 -3.559 -2.346
H 2.556 -0.838 -2.825
H 3.856 -2.004 -2.683
H 3.171 -1.113 -0.556
H 2.810 -2.706 -0.589
Se 2.942 1.646 -0.356
I 3.547 1.830 2.031
C 3.179 -0.120 2.793
C 3.987 -0.592 3.813
C 3.684 -1.856 4.297
C 2.627 -2.560 3.737
C 1.907 -1.977 2.708
N 2.181 -0.756 2.242
H 4.812 -0.013 4.204
H 4.273 -2.286 5.096
H 2.366 -3.548 4.088
H 1.078 -2.492 2.236
*
```

Results
HOMO level in eV: -9.94
Lowest unoccupied orbital energy in hartree: -0.1156

=====

x:
C17H32IInN3O4Se | ωB97M-V with the def2-TZVPD basis set

```
! RIJCOSX wB97M-V def2-TZVPD def2/J DEFGRID3
* xyz 1 1
In 0.620 -0.214 0.052
C 0.763 0.271 3.545
C 0.013 1.594 3.365
O 0.029 1.941 1.992
C -1.037 2.751 1.565
C -2.333 1.957 1.344
O -2.027 0.759 0.671
C -3.088 -0.165 0.659
C -2.567 -1.521 0.173
O -1.368 -1.958 0.764
C -1.400 -2.366 2.115
C -1.031 -1.260 3.108
O 0.257 -0.793 2.769
H 0.773 0.009 4.611
H 1.787 0.404 3.189
H 0.521 2.370 3.956
H -1.016 1.505 3.726
H -0.713 3.185 0.620
H -1.232 3.565 2.273
H -3.036 2.562 0.755
H -2.807 1.728 2.311
H -3.886 0.176 -0.018
H -3.518 -0.265 1.668
H -2.321 -1.447 -0.887
H -3.365 -2.264 0.307
H -0.639 -3.146 2.191
H -2.380 -2.781 2.373
H -1.034 -1.681 4.124
H -1.762 -0.448 3.060
N 0.187 -1.086 -2.710
C 0.347 -2.449 -3.225
C 1.783 -2.935 -3.015
C 2.008 -3.669 -1.683
C 3.044 -3.047 -0.734
N 2.391 -2.434 0.425
H -0.769 -0.782 -2.872
H 0.784 -0.471 -3.258
H 0.098 -2.501 -4.296
H -0.356 -3.096 -2.695
H 2.435 -2.064 -3.075
H 2.043 -3.600 -3.839
H 2.314 -4.692 -1.902
H 1.061 -3.722 -1.144
H 3.621 -2.268 -1.241
H 3.753 -3.824 -0.414
H 3.102 -2.139 1.091
H 1.824 -3.138 0.894
Se 2.976 2.252 -0.587
I 3.857 4.222 0.629
C 1.447 3.012 -1.440
C 1.390 4.310 -1.937
C 0.236 4.690 -2.595
C -0.818 3.791 -2.703
C -0.652 2.523 -2.176
N 0.461 2.140 -1.574
H 2.212 5.001 -1.826
H 0.174 5.670 -3.040
H -1.731 4.070 -3.201
H -1.421 1.766 -2.238
*
```

Results
HOMO level in eV: -9.84
Lowest unoccupied orbital energy in hartree: -0.1104

=====

Most stable: x

=====

w:
C3H7O3 | ωB97M-V with the def2-TZVPD basis set

```
! RIJCOSX wB97M-V def2-TZVPD def2/J DEFGRID3
* xyz -1 1
C -2.445 -0.856 0.395
C -1.083 -0.068 0.237
O -0.164 -0.527 0.972
O -1.128 0.841 -0.603
H -3.207 -0.469 -0.281
H -2.853 -0.756 1.408
H -2.207 -1.893 0.151
C 2.334 0.927 -0.570
O 2.330 -0.264 0.215
H 1.370 -0.484 0.434
H 2.199 0.571 -1.611
H 1.533 1.612 -0.311
H 3.321 1.366 -0.435
*
```

Results
HOMO level in eV: -4.43
Lowest unoccupied orbital energy in hartree: 0.1602

=====

x:
C3H7O3 | ωB97M-V with the def2-TZVPD basis set

```
! RIJCOSX wB97M-V def2-TZVPD def2/J DEFGRID3
* xyz -1 1
O 3.572 -0.664 -2.452
C 2.750 -0.106 -1.718
O 1.536 -0.158 -1.382
H 3.380 0.727 -1.280
H 0.865 -0.651 0.040
C -1.062 -0.163 0.353
O 0.184 -0.633 0.771
C -2.036 0.349 1.389
H -0.837 0.589 -0.461
H -1.543 -0.862 -0.494
H -2.315 -0.431 2.050
H -1.641 1.109 2.192
H -2.854 0.895 0.991
*
```

Results
HOMO level in eV: -3.97
Lowest unoccupied orbital energy in hartree: 0.1405

=====

y:
C3H7O3 | ωB97M-V with the def2-TZVPD basis set

```
! RIJCOSX wB97M-V def2-TZVPD def2/J DEFGRID3
* xyz -1 1
C -0.084 2.230 -1.599
O -0.152 1.926 -3.041
H -0.363 0.945 -3.001
H 0.829 2.638 -1.366
H 0.050 1.353 -0.815
H -0.935 2.860 -1.460
C -1.123 -1.777 1.270
C 0.331 -1.131 1.297
O 0.466 -0.337 0.344
O 0.958 -1.339 2.289
H -1.829 -1.058 0.913
H -1.350 -1.921 2.325
H -1.321 -2.745 0.862
*
```

Results
HOMO level in eV: -3.98
Lowest unoccupied orbital energy in hartree: 0.1428

=====

Most stable: w

=====

w:
C3H7O3 | ωB97M-V with the def2-TZVPD basis set

```
! RIJCOSX wB97M-V def2-TZVPD def2/J DEFGRID3
* xyz -1 1
C 1.792 -0.038 0.662
C 0.901 -0.732 1.803
O -0.355 -1.027 1.460
O 1.330 -0.679 2.865
H 1.941 0.961 1.000
H 1.273 0.006 -0.215
H 2.782 -0.524 0.556
C -1.796 0.658 -1.667
O -1.158 -0.555 -1.009
H -1.097 -0.798 0.044
H -1.152 0.943 -2.362
H -2.689 0.349 -2.180
H -1.773 1.436 -0.958
*
```

Results
HOMO level in eV: -4.30
Lowest unoccupied orbital energy in hartree: 0.1475

=====

x:
C3H7O3 | ωB97M-V with the def2-TZVPD basis set

```
! RIJCOSX wB97M-V def2-TZVPD def2/J DEFGRID3
* xyz -1 1
C 1.000 -1.603 -1.636
O 1.663 -0.961 -0.616
H 1.063 -0.882 0.220
H 1.768 -2.441 -1.731
H 0.107 -2.165 -1.503
H 0.945 -0.849 -2.496
C -1.101 1.217 1.788
C -0.759 1.356 0.205
O 0.277 2.120 0.062
O -1.326 0.752 -0.726
H -0.325 0.769 2.343
H -1.903 0.536 1.905
H -1.408 2.151 2.185
*
```

Results
HOMO level in eV: -3.63
Lowest unoccupied orbital energy in hartree: 0.1479

=====

y:
C3H7O3 | ωB97M-V with the def2-TZVPD basis set

```
! RIJCOSX wB97M-V def2-TZVPD def2/J DEFGRID3
* xyz -1 1
C 0.834 -1.944 -1.072
C 0.455 -0.438 -1.199
O -0.542 -0.106 -0.506
O 1.148 0.258 -1.964
H 0.405 -2.403 -0.201
H 1.907 -2.058 -0.889
H 0.524 -2.427 -2.008
C -0.643 1.667 1.742
O -1.022 0.491 2.433
H -1.627 -0.039 1.914
H -0.419 1.447 0.678
H -1.475 2.362 1.574
H 0.039 2.180 2.428
*
```

Results
HOMO level in eV: -4.13
Lowest unoccupied orbital energy in hartree: 0.1507

=====

Most stable: y